Density functional theory data (ωB97M-V/def2-TZVPD) for C37H71InO16P3 as an isolated structure.

Structure (XYZ):
```
128
Properties=species:S:1:pos:R:3:forces:R:3
In 5.52202 1.63276 2.00631 0.4282 -0.0211 0.3032
P -8.33072 -3.13279 -9.80573 -1.3481 -2.5358 8.2290
P -3.88899 -3.53471 -5.13243 -3.3812 -4.2065 7.6322
P 3.41817 2.20918 10.38797 -1.5094 -1.9400 8.1234
O 4.76777 2.13032 11.28620 0.1105 -0.3415 -1.0832
O -5.37472 -2.98521 -4.76148 0.5954 0.9104 -0.6099
O -9.56257 -3.49717 -8.99712 -0.3188 0.6805 -1.5177
O -4.57200 -4.65974 -6.21157 1.1179 2.1439 -1.7112
O 3.62252 0.58522 9.95974 1.0747 2.3688 -2.5011
O 5.47853 3.69196 1.52208 -0.2506 -0.2956 -0.9683
O 2.18260 1.94482 11.22963 -0.2637 0.6005 -1.4505
O -6.98114 -3.28418 -8.92450 0.0052 -0.2966 -1.3324
O 6.37695 -1.03150 -1.44114 -1.1685 -0.1041 -0.0835
O 3.37577 3.89584 10.55191 0.9660 -0.8587 -2.5476
O -8.10713 -4.70951 -10.39332 1.0379 2.4713 -2.3873
O -3.22722 -2.33449 -4.12772 0.1863 1.3398 -3.6252
O 3.09105 -2.29686 -2.76185 -0.6699 0.9180 1.0567
O -8.39662 -1.47145 -9.47439 0.9329 -0.5855 -2.6963
O -3.47210 -4.61621 -4.14480 1.1149 -0.1992 -1.2514
O 3.02183 4.27677 2.26519 -0.5657 0.6376 -0.8238
C 0.01625 -1.53276 -0.56857 1.3064 0.3484 -1.6533
C -2.04270 -0.08072 0.87798 -0.1238 -0.4474 0.0061
C -8.97768 -5.07992 -11.46482 -0.2169 -0.2104 -0.1107
C 6.83107 0.62568 0.43242 -0.4366 -0.4643 -0.2182
C 1.20137 -2.21606 -1.12158 -0.2840 1.6048 -0.9072
C 3.12271 4.00906 0.86705 0.6784 -0.1067 -1.7605
C 2.74592 0.12056 8.92593 -0.3080 -0.2705 -0.2106
C -7.01314 -2.88273 -7.55697 0.2723 0.5227 0.3577
C -1.73952 0.52608 -0.53649 1.1988 -0.9661 -0.5788
C 5.79155 -0.92362 7.22276 -0.3607 -0.2614 -2.2353
C 4.73674 2.66565 12.60113 0.2143 0.5072 0.1408
C 5.22905 -1.09636 -2.27545 -0.2284 -0.4879 -0.7891
C -1.72066 4.49153 0.00539 -0.3003 -0.5073 0.2065
C 2.10960 4.54054 10.52835 -0.2519 0.2971 -0.1169
C 6.34940 1.49398 4.09438 -0.2235 0.1280 0.6291
C 4.65866 3.92789 0.38403 0.4472 -0.1914 1.9414
C 4.81280 -2.06100 5.21752 0.8031 1.6361 0.4611
C 4.19295 -2.21333 -1.83115 1.3895 -0.0833 0.7661
C -1.80077 -2.20493 -4.19992 0.3854 0.0565 0.1120
C -6.35204 -3.92132 -4.32113 -0.4097 -0.2213 -0.2146
C 0.25818 0.27821 -2.27143 0.7485 -2.1036 0.8517
C 5.88896 0.25650 4.91395 -0.0580 -1.3216 1.7752
C -1.99384 2.98838 0.51871 0.2393 1.7271 0.0589
C 5.17896 -0.90436 4.37389 0.6294 0.1038 1.8101
C 5.11183 -2.09888 6.63959 0.5540 2.0326 -1.2856
C -0.48441 -0.27611 -1.11217 1.7463 -0.3407 -1.1174
C -2.92431 0.18279 -1.55830 0.3314 -0.1015 0.4827
C 2.41461 5.11254 -0.02031 -0.3566 -0.4423 1.2862
C -3.89425 -5.89092 -6.41988 0.0596 -0.3094 -0.2771
C 6.04568 -0.65656 -0.08155 1.3817 1.1471 1.3295
C -3.57105 2.85891 0.61659 0.0485 0.0364 0.8488
C -1.31170 2.05166 -0.55100 -0.9043 0.3696 -0.0161
C 1.96228 -1.65621 -2.25295 -2.9209 1.1152 1.3426
C -1.29195 2.93233 1.95363 -0.1742 -0.3518 -0.6826
C 6.17577 0.21237 6.37536 -1.1307 -2.0281 -0.2923
C -9.67144 -0.84409 -9.43214 -0.2551 0.3277 -0.0566
C 1.43609 -0.40264 -2.81047 -0.4607 -0.6453 1.0853
H 3.73259 2.66211 13.02508 -0.0778 -0.0462 -0.1548
H -2.56403 4.77011 -0.67711 0.9583 -0.1302 0.2253
H -1.51930 -1.24252 -3.77498 -0.0910 -0.0484 -0.0343
H 4.81630 -2.97743 7.26813 0.3681 0.9731 -0.6776
H 6.40133 -1.50427 0.57714 -0.8478 0.6806 -0.5538
H -0.05275 1.23060 -2.77254 0.2913 -1.0364 0.6710
H 4.82483 3.07765 -0.33831 -0.5724 0.9195 -0.0150
H 2.74399 6.11305 0.38369 -0.1830 -0.8130 -0.6456
H 3.15098 -0.80480 8.51912 0.1282 0.1417 0.0255
H 4.28452 -2.90664 4.72163 0.4772 0.7095 0.5373
H -6.35564 -3.54242 -6.99075 -0.0605 0.0277 -0.4440
H -0.72450 4.57242 -0.51801 -1.0724 0.0669 0.5879
H 4.95782 -0.43171 0.06250 0.7523 -0.5974 -0.4384
H -2.86972 0.82223 -2.48661 -0.1105 -0.6049 1.0067
H -8.56189 -5.95827 -11.95811 0.0799 0.0782 0.0772
H -5.90262 -4.79886 -3.85675 0.1852 0.0558 -0.0536
H -1.61426 2.45831 -1.56460 0.2901 -0.3701 0.9932
H 3.85988 0.96618 1.97070 0.1408 0.0806 -0.1866
H 2.66721 5.02077 -1.10941 -0.2563 0.0594 1.0313
H 6.04049 -0.93385 8.30958 -0.2341 0.1578 -1.0162
H 1.62316 4.42997 11.49783 -0.0135 -0.2570 -0.1067
H -1.46341 -2.24234 -5.23696 0.1853 0.0677 0.1054
H 5.58518 -1.38252 -3.30983 -0.2907 0.2998 1.0593
H -1.63181 2.04290 2.55429 0.5598 0.8017 -0.6215
H 1.55830 -3.17026 -0.65329 -0.4453 1.0436 -0.4977
H 5.99511 2.41125 4.65724 0.3611 -0.8902 -0.5616
H 6.95993 1.38678 -0.38850 0.0028 -0.8205 0.6893
H -3.93365 0.26583 -1.06665 0.9428 0.0650 -0.5789
H 1.98475 0.06408 -3.65967 -0.4920 -0.4382 0.7268
H 4.73200 -3.20623 -1.79847 -0.5754 0.9735 -0.3493
H -6.96801 -4.22804 -5.16675 -0.0308 -0.1160 0.1203
H -4.03824 2.24885 -0.19430 0.4903 0.4657 0.6539
H 1.75390 -0.07286 9.33847 0.0289 0.1376 0.0629
H 3.07323 5.24483 2.37153 0.2045 -0.6570 0.0160
H 1.30824 5.03956 0.16709 0.9144 0.1993 -0.4823
H 7.81974 0.34641 0.89576 -0.8644 0.3187 -0.7492
H 4.91555 -0.89199 3.28732 0.2075 -0.1533 1.1406
H -10.15380 -1.05724 -8.47809 -0.0052 -0.2433 -0.1338
H -1.32463 -3.00089 -3.62558 -0.0630 -0.0288 -0.0539
H 4.97457 4.91606 -0.05824 -0.3872 -0.7675 0.0213
H -2.93765 0.34656 1.39432 0.7281 -0.1228 -0.6264
H -1.16271 0.00647 1.57396 -0.7999 -0.0540 -0.7670
H 5.38507 2.05525 13.23098 -0.0015 -0.0846 -0.1925
H -0.47503 -2.04438 0.28460 0.4120 0.5904 -0.7385
H -6.98963 -3.42513 -3.58857 0.1620 0.1579 -0.0636
H 2.66980 2.99026 0.68815 0.2848 1.0831 0.3624
H -4.06901 3.87244 0.60636 0.6041 -0.9903 -0.0328
H 4.74192 -0.08743 -2.38076 0.1364 -0.8131 0.3129
H -2.26311 -1.18043 0.73787 0.1784 1.1436 0.2123
H -3.82730 2.41471 1.62175 0.0433 0.2260 -1.1096
H -4.09315 -6.56476 -5.58651 0.1754 0.2054 0.1218
H 3.85049 -2.04167 -0.76969 0.0782 -0.0140 -1.2315
H -6.63545 -1.86264 -7.47523 -0.0752 -0.0089 0.0827
H -9.52150 0.23408 -9.50584 0.1867 -0.0800 -0.1419
H -0.19401 2.20522 -0.50297 -1.1405 -0.4102 0.2179
H -2.82172 -5.73769 -6.53388 -0.0187 -0.1764 0.1226
H 2.27395 5.60405 10.34769 0.1878 -0.0972 -0.1434
H -8.01494 -2.93856 -7.13041 -0.1078 -0.0028 -0.2180
H -10.30266 -1.17420 -10.25653 -0.1291 0.0231 0.1666
H -9.96634 -5.32449 -11.07266 0.0132 0.1040 0.0204
H 2.67764 0.85491 8.12285 -0.0610 -0.2340 -0.1388
H -2.77822 -0.88478 -1.86733 -0.3772 0.9102 0.2427
H 1.47519 4.13829 9.73949 -0.1242 0.0521 0.1587
H -0.18070 2.89901 1.75432 -1.0732 -0.0275 0.5807
H 5.12607 3.68489 12.58498 -0.0625 0.0044 0.0769
H -1.52709 3.85489 2.55542 0.1851 -0.8951 -0.6664
H -9.05861 -4.27360 -12.19567 -0.0991 -0.1755 -0.1235
H 7.47533 1.59327 4.05963 -1.0927 -0.3957 0.1589
H -1.77541 5.19954 0.88268 0.2173 -0.6580 -0.9631
H -4.28974 -6.34570 -7.32967 -0.0166 0.2581 -0.0820
H 6.69819 1.04953 6.89172 -0.4331 -0.6074 -0.7191
```
Positions in Å, forces in eV/Å.

Highest occupied orbital energy ... -4.8 eV
Charge ... -1